No. 1
Formula: C23H23BeN
Source: the Open Molecules 2025 dataset
Level of theory: ωB97M-V/def2-TZVPD

Element x y z (Å)
C  -1.278  0.620  -0.861
C  1.404  -0.593  -1.928
C  0.071  1.456  -1.208
H  -2.153  1.281  -0.868
C  2.208  0.545  -2.295
H  1.923  -1.486  -1.564
H  0.156  2.262  -0.464
H  3.291  0.420  -2.334
C  0.189  1.998  -2.624
H  0.124  3.097  -2.589
H  -0.619  1.676  -3.299
C  -1.292  -0.478  -1.934
H  -1.907  -0.073  -2.754
H  -1.834  -1.367  -1.589
C  0.072  -0.948  -2.563
H  0.064  -0.654  -3.626
H  0.025  -2.053  -2.580
C  1.587  1.591  -3.209
H  1.480  1.237  -4.249
H  2.230  2.484  -3.262
Be  1.476  0.632  -1.005
H  -3.422  0.027  -0.203
C  -3.679  -3.023  1.378
C  -2.358  -3.167  1.817
C  -1.416  -2.158  1.557
C  -1.818  -1.030  0.857
C  -3.144  -0.862  0.415
C  -4.077  -1.870  0.686
C  -0.856  0.124  0.529
C  -1.117  1.150  1.575
C  -0.216  1.482  2.525
C  1.122  0.980  2.488
C  2.136  1.436  3.355
C  3.458  1.061  3.164
C  3.807  0.194  2.108
C  2.832  -0.274  1.240
C  1.481  0.112  1.419
N  0.603  -0.182  0.415
H  -4.410  -3.811  1.576
H  -2.048  -4.057  2.364
H  -0.372  -2.250  1.875
H  -5.106  -1.743  0.347
H  -2.136  1.547  1.606
H  -0.487  2.160  3.336
H  1.852  2.113  4.164
H  4.234  1.437  3.832
H  4.845  -0.106  1.971
H  3.076  -0.937  0.408

Calculated values
Highest occupied orbital energy (spin up / spin down) in eV: -6.78 / -6.79
Gap between HOMO and LUMO (spin up / spin down) in eV: 5.4 / 5.4
Relative energy (zero: lowest compared OMol25 entry of this formula, charge and spin) in eV: 1.959
E_LUMO (spin up / spin down) in eV: -1.420 / -1.378



No. 2
Formula: C23H23ClF3IN3O6
Source: the Open Molecules 2025 dataset
Level of theory: ωB97M-V/def2-TZVPD

Element x y z (Å)
H  2.064  2.925  -1.100
N  3.071  2.764  -0.948
C  3.206  2.118  0.138
C  4.670  1.795  0.593
C  2.002  1.686  1.035
C  0.825  1.039  0.225
C  -0.339  1.792  -0.221
C  -0.386  3.321  0.088
Cl  -0.190  4.220  -1.524
C  -1.662  3.784  0.876
C  -1.392  5.294  1.329
C  -1.425  1.088  -0.951
C  -2.694  1.860  -1.462
C  -3.930  1.720  -0.465
O  -3.413  1.219  0.787
C  -1.388  -0.327  -1.255
C  -2.573  -0.987  -2.028
C  -2.264  -1.129  -3.554
O  -1.819  -0.237  -4.168
F  -2.479  -2.314  -4.239
C  -0.186  -1.101  -0.821
C  -0.046  -2.583  -1.067
O  -0.562  -3.055  -2.230
I  -0.215  -4.462  -3.483
C  0.693  -3.332  -0.003
N  0.419  -4.702  0.488
C  0.053  -5.628  -0.508
O  -0.982  -6.185  -0.548
F  0.939  -5.907  -1.519
C  -0.486  -4.718  1.600
O  -0.454  -5.623  2.346
F  -1.344  -3.703  1.858
C  1.732  -2.671  0.657
C  2.472  -3.439  1.820
N  3.503  -2.626  2.486
C  2.112  -1.239  0.303
O  3.255  -0.810  0.294
C  0.904  -0.381  -0.091
H  4.718  1.339  1.609
H  5.129  1.127  -0.169
H  5.284  2.737  0.612
H  1.653  2.505  1.709
H  2.362  0.865  1.714
H  0.493  3.653  0.695
H  -1.737  3.138  1.785
H  -2.581  3.781  0.252
H  -2.152  5.585  2.092
H  -0.360  5.374  1.745
H  -1.468  5.915  0.402
H  -3.029  1.467  -2.459
H  -2.454  2.937  -1.623
H  -4.311  2.764  -0.272
H  -4.770  1.109  -0.876
H  -4.000  1.611  1.453
H  -2.644  -2.038  -1.632
H  -3.548  -0.491  -1.830
H  2.955  -4.375  1.445
H  1.713  -3.721  2.611
H  3.850  -3.073  3.331
H  3.204  -1.674  2.667

Calculated values
Charge: -1
Highest occupied orbital energy in eV: -3.20
Gap between HOMO and LUMO in eV: 5.0
E_LUMO in eV: 1.802
Structure (SMILES): [H]/N=C(/C)Cc1c([C@@H](Cl)CC)c(CCO)c(CC(=O)F)c2c(OI)c(N(C(=O)F)C(=O)F)c(CN)c([O-])c12



No. 3
Formula: C23H23ClIN3OS5SiTi
Source: the Open Molecules 2025 dataset
Level of theory: ωB97M-V/def2-TZVPD

Element x y z (Å)
Ti  0.011  0.295  -0.001
S  1.390  0.545  1.978
S  0.939  -0.914  3.444
S  1.417  -2.817  2.798
S  -0.330  -3.893  2.478
Cl  0.940  6.826  -2.042
C  0.275  5.306  -1.443
C  -1.016  5.294  -0.994
C  -1.573  4.105  -0.506
I  -3.535  4.062  0.173
C  -0.827  2.932  -0.474
O  -1.267  1.779  -0.009
C  0.503  2.969  -0.947
N  1.167  1.737  -0.853
C  2.482  1.743  -1.246
C  3.099  2.882  -1.731
C  2.448  4.094  -1.854
C  1.101  4.152  -1.435
H  -1.600  6.204  -1.016
H  3.004  0.805  -1.142
H  4.140  2.800  -2.025
H  2.945  4.973  -2.236
C  2.244  -2.597  -5.976
Si  2.382  -2.274  -4.133
C  2.811  -3.887  -3.340
C  3.768  -1.071  -3.897
C  0.770  -1.515  -3.594
C  -0.228  -1.185  -4.506
C  -1.373  -0.500  -4.102
C  -1.469  -0.112  -2.781
N  -0.529  -0.416  -1.878
C  0.555  -1.159  -2.246
S  1.577  -1.536  -0.887
H  3.177  -3.040  -6.343
H  2.070  -1.672  -6.537
H  1.429  -3.292  -6.206
H  3.713  -4.293  -3.810
H  2.003  -4.616  -3.451
H  2.992  -3.756  -2.270
H  4.663  -1.398  -4.438
H  4.013  -0.985  -2.834
H  3.482  -0.078  -4.251
H  -0.123  -1.466  -5.549
H  -2.159  -0.247  -4.801
H  -2.302  0.474  -2.410
C  -5.286  -1.913  2.622
C  -3.943  -1.523  2.065
C  -3.364  -2.229  1.031
C  -2.129  -1.827  0.542
N  -1.479  -0.773  1.018
C  -2.008  -0.121  2.059
C  -3.238  -0.448  2.592
H  -5.700  -2.773  2.096
H  -5.994  -1.085  2.540
H  -5.200  -2.169  3.680
H  -3.845  -3.100  0.604
H  -1.640  -2.360  -0.262
H  -1.418  0.691  2.458
H  -3.629  0.129  3.421

Calculated values
Charge: -2
Highest occupied orbital energy (spin up / spin down) in eV: 0.01 / 0.03
Gap between HOMO and LUMO (spin up / spin down) in eV: 3.6 / 3.6
Relative energy (zero: lowest compared OMol25 entry of this formula, charge and spin) in eV: 0.000
E_LUMO (spin up / spin down) in eV: 3.657 / 3.657



No. 4
Formula: C23H23CrN3O8
Source: the Open Molecules 2025 dataset
Level of theory: ωB97M-V/def2-TZVPD

Element x y z (Å)
Cr  1.218  0.281  -0.121
O  4.917  -0.129  -1.740
C  3.858  -0.130  -1.124
O  2.810  0.556  -1.363
C  3.740  -1.033  0.103
C  4.770  -1.855  0.524
C  4.592  -2.597  1.680
C  3.398  -2.484  2.380
C  2.416  -1.639  1.894
N  2.589  -0.938  0.775
H  5.676  -1.883  -0.064
H  5.376  -3.253  2.038
H  3.224  -3.040  3.291
H  1.467  -1.498  2.395
C  3.543  2.632  0.439
O  2.246  2.191  0.818
C  1.265  3.217  0.772
C  0.677  3.329  -0.615
O  0.097  2.079  -0.930
C  -0.435  2.032  -2.245
H  3.829  3.487  1.059
H  3.592  2.893  -0.620
H  4.233  1.812  0.617
H  1.702  4.173  1.079
H  0.493  2.933  1.485
H  1.447  3.575  -1.357
H  -0.087  4.116  -0.634
H  -1.240  2.767  -2.345
H  -0.819  1.030  -2.403
H  0.349  2.239  -2.980
N  0.345  -0.870  -1.032
C  -0.462  -1.566  -1.830
C  -1.486  -2.415  -1.320
C  -2.329  -3.112  -2.163
C  -2.209  -3.029  -3.549
C  -1.194  -2.229  -4.070
C  -0.339  -1.519  -3.249
H  -1.587  -2.504  -0.245
H  -3.102  -3.738  -1.728
H  -2.876  -3.579  -4.201
H  -1.063  -2.162  -5.145
H  0.461  -0.920  -3.668
O  -0.396  1.116  3.609
C  -0.669  0.715  2.477
O  0.133  0.548  1.513
C  -2.129  0.423  2.138
C  -2.477  -0.044  0.874
C  -3.803  -0.307  0.566
C  -4.760  -0.083  1.541
C  -4.443  0.383  2.807
C  -3.113  0.631  3.099
N  -6.174  -0.352  1.225
O  -7.004  -0.143  2.092
O  -6.448  -0.742  0.107
H  -1.695  -0.210  0.145
H  -4.089  -0.687  -0.404
H  -5.227  0.540  3.532
H  -2.808  0.992  4.072

Calculated values
Multiplicity: 2
Charge: -1
Highest occupied orbital energy (spin up / spin down) in eV: -3.04 / -4.04
Gap between HOMO and LUMO (spin up / spin down) in eV: 5.0 / 6.0
E_LUMO (spin up / spin down) in eV: 1.978 / 1.978



No. 5
Formula: C23H23F2NO3
Source: the Open Molecules 2025 dataset
Level of theory: ωB97M-V/def2-TZVPD

Element x y z (Å)
C  2.478  4.951  -0.340
O  2.361  3.947  0.642
C  2.339  2.626  0.296
C  2.592  1.752  1.348
C  2.571  0.382  1.179
C  2.315  -0.157  -0.070
C  2.369  -1.651  -0.300
N  1.367  -2.249  -1.159
C  0.115  -2.661  -0.586
C  -0.989  -1.573  -0.455
O  -1.029  -0.948  -1.730
C  -2.355  -2.173  -0.118
C  -2.556  -3.508  0.209
C  -3.822  -3.981  0.514
C  -4.890  -3.107  0.492
F  -6.124  -3.564  0.785
C  -4.722  -1.769  0.186
C  -3.453  -1.314  -0.112
C  -0.714  -0.575  0.662
C  -0.701  0.792  0.419
C  -0.533  1.697  1.450
C  -0.376  1.214  2.735
F  -0.215  2.086  3.752
C  -0.388  -0.141  3.009
C  -0.566  -1.030  1.967
C  2.077  0.707  -1.130
C  2.058  2.085  -0.972
O  1.760  2.949  -2.000
C  1.509  2.417  -3.276
H  1.564  5.058  -0.927
H  3.317  4.759  -1.014
H  2.664  5.871  0.215
H  2.795  2.188  2.313
H  2.763  -0.265  2.022
H  2.337  -2.165  0.664
H  3.341  -1.878  -0.761
H  1.193  -1.683  -1.981
H  -0.287  -3.423  -1.263
H  0.312  -3.112  0.387
H  -1.880  -0.510  -1.838
H  -1.732  -4.201  0.234
H  -3.982  -5.017  0.767
H  -5.571  -1.103  0.190
H  -3.317  -0.262  -0.322
H  -0.810  1.159  -0.590
H  -0.520  2.759  1.270
H  -0.268  -0.484  4.024
H  -0.604  -2.088  2.178
H  1.886  0.285  -2.104
H  1.296  3.276  -3.912
H  2.380  1.885  -3.672
H  0.644  1.745  -3.274

Calculated values
Highest occupied orbital energy in eV: -7.87
Gap between HOMO and LUMO in eV: 8.4
Relative energy (zero: lowest compared OMol25 entry of this formula, charge and spin) in eV: 0.350
E_LUMO in eV: 0.524
Structure (SMILES): COc1ccc(CNCC(O)(c2ccc(F)cc2)c2ccc(F)cc2)cc1OC



No. 6
Formula: C23H23F4
Source: the Open Molecules 2025 dataset
Level of theory: ωB97M-V/def2-TZVPD

Element x y z (Å)
F  4.881  -3.682  -2.736
C  4.889  -2.434  -2.153
C  6.097  -1.827  -1.805
C  6.025  -0.574  -1.181
F  7.216  0.011  -0.812
C  4.826  0.070  -0.922
C  3.621  -0.550  -1.332
C  2.370  0.105  -1.047
C  1.174  -0.465  -1.315
C  -0.084  0.342  -1.177
C  -1.355  -0.234  -1.767
C  -2.266  0.592  -2.449
C  -3.402  0.004  -3.018
F  -4.262  0.790  -3.760
C  -3.688  -1.353  -2.890
C  -2.807  -2.119  -2.132
F  -3.044  -3.471  -1.989
C  -1.669  -1.578  -1.523
C  3.654  -1.838  -1.935
H  7.030  -2.341  -1.991
H  4.810  1.036  -0.415
H  2.404  1.072  -0.518
H  1.098  -1.557  -1.417
H  0.034  1.402  -1.462
H  -2.078  1.662  -2.534
H  -4.553  -1.806  -3.380
H  -1.021  -2.170  -0.873
H  2.717  -2.325  -2.202
C  -4.279  2.352  1.384
C  -2.793  2.160  1.192
C  -2.435  0.844  1.952
C  -1.064  0.728  2.473
H  -0.230  0.318  -0.120
C  -0.389  -0.566  2.832
C  0.553  -0.113  4.004
C  0.803  1.331  3.644
C  -0.111  1.753  2.689
H  -4.663  3.252  0.910
H  -4.813  1.480  0.999
H  -4.501  2.415  2.452
H  -2.519  2.053  0.130
H  -2.220  3.010  1.583
H  -3.145  0.766  2.819
H  -2.672  -0.016  1.308
H  -1.060  -1.391  3.068
H  0.237  -0.872  1.968
H  -0.077  -0.162  4.919
H  1.429  -0.753  4.159
H  1.450  1.962  4.236
H  -0.118  2.688  2.130

Calculated values
Charge: +1
Highest occupied orbital energy in eV: -10.98
Gap between HOMO and LUMO in eV: 5.0
Relative energy (zero: lowest compared OMol25 entry of this formula, charge and spin) in eV: 1.319
E_LUMO in eV: -5.963



Copy entry 3 word for word.
Formula: C23H23ClIN3OS5SiTi
Source: the Open Molecules 2025 dataset
Level of theory: ωB97M-V/def2-TZVPD

Element x y z (Å)
Ti  0.011  0.295  -0.001
S  1.390  0.545  1.978
S  0.939  -0.914  3.444
S  1.417  -2.817  2.798
S  -0.330  -3.893  2.478
Cl  0.940  6.826  -2.042
C  0.275  5.306  -1.443
C  -1.016  5.294  -0.994
C  -1.573  4.105  -0.506
I  -3.535  4.062  0.173
C  -0.827  2.932  -0.474
O  -1.267  1.779  -0.009
C  0.503  2.969  -0.947
N  1.167  1.737  -0.853
C  2.482  1.743  -1.246
C  3.099  2.882  -1.731
C  2.448  4.094  -1.854
C  1.101  4.152  -1.435
H  -1.600  6.204  -1.016
H  3.004  0.805  -1.142
H  4.140  2.800  -2.025
H  2.945  4.973  -2.236
C  2.244  -2.597  -5.976
Si  2.382  -2.274  -4.133
C  2.811  -3.887  -3.340
C  3.768  -1.071  -3.897
C  0.770  -1.515  -3.594
C  -0.228  -1.185  -4.506
C  -1.373  -0.500  -4.102
C  -1.469  -0.112  -2.781
N  -0.529  -0.416  -1.878
C  0.555  -1.159  -2.246
S  1.577  -1.536  -0.887
H  3.177  -3.040  -6.343
H  2.070  -1.672  -6.537
H  1.429  -3.292  -6.206
H  3.713  -4.293  -3.810
H  2.003  -4.616  -3.451
H  2.992  -3.756  -2.270
H  4.663  -1.398  -4.438
H  4.013  -0.985  -2.834
H  3.482  -0.078  -4.251
H  -0.123  -1.466  -5.549
H  -2.159  -0.247  -4.801
H  -2.302  0.474  -2.410
C  -5.286  -1.913  2.622
C  -3.943  -1.523  2.065
C  -3.364  -2.229  1.031
C  -2.129  -1.827  0.542
N  -1.479  -0.773  1.018
C  -2.008  -0.121  2.059
C  -3.238  -0.448  2.592
H  -5.700  -2.773  2.096
H  -5.994  -1.085  2.540
H  -5.200  -2.169  3.680
H  -3.845  -3.100  0.604
H  -1.640  -2.360  -0.262
H  -1.418  0.691  2.458
H  -3.629  0.129  3.421

Calculated values
Charge: -2
Highest occupied orbital energy (spin up / spin down) in eV: 0.01 / 0.03
Gap between HOMO and LUMO (spin up / spin down) in eV: 3.6 / 3.6
Relative energy (zero: lowest compared OMol25 entry of this formula, charge and spin) in eV: 0.000
E_LUMO (spin up / spin down) in eV: 3.657 / 3.657



- What is the formula in the fourth record?
  C23H23CrN3O8